1.
Here is an isolated molecule of C3H3NO2 at a distorted geometry from the OMol25 dataset. Energies are from ωB97M-V/def2-TZVPD.

Structure (XYZ):
```
9
Properties=species:S:1:pos:R:3:mulliken_charge:R:1
N -0.39384 0.83863 -0.15666 -0.28
O -0.41495 -1.31451 0.01033 -0.30
O -2.44139 -0.24559 0.00311 -0.54
H 1.72607 -1.61671 -0.12310 0.39
H -0.78647 1.74911 0.50393 0.32
C 0.94021 0.42349 0.05633 -0.09
C -1.25215 -0.27108 -0.11579 0.55
H 1.66553 1.33349 -0.15861 0.27
C 0.95699 -0.89683 -0.01953 -0.32
```

Calculated values
HOMO-LUMO gap	9.8639	eV
energy above the lowest of the compared OMol25 structures with the same formula, charge and spin	41.3	kcal/mol
total energy	-321.311784	hartree
maximum force	5.127	eV/A



2.
Here is a structure of composition C17H24N6O5SSe2Te2W at a distorted geometry from the OMol25 dataset. Energies are from ωB97M-V/def2-TZVPD.

Structure (XYZ):
```
58
Properties=species:S:1:pos:R:3:mulliken_charge:R:1
H 0.22116 -0.14833 3.66968 0.26
C -4.80690 -6.75782 -1.29600 0.57
N 0.24532 -0.72348 2.83461 -0.41
H -3.36348 -7.11374 -2.50411 0.28
H 4.01978 -1.60129 -0.53944 0.39
Se -3.09958 1.63944 -2.47578 -0.36
N -4.53802 -0.32303 0.26568 0.15
H -1.04527 -4.02299 -0.70865 0.48
H 3.63556 1.62934 -1.92514 0.21
W -2.80384 0.27000 -0.42849 0.45
H 2.27858 -0.40658 2.52836 0.35
C 1.69224 -2.12393 1.38336 -0.28
Se -1.03814 1.11041 1.21211 0.14
C -4.20593 -3.42961 0.34025 -0.29
H 0.72067 -2.59172 1.21010 0.07
N 3.52058 0.65784 -1.66411 -0.40
C 0.62020 -0.80734 -3.16572 -0.72
O -5.89406 -7.06672 -0.90062 -0.55
O 2.17110 -2.43636 -4.92448 -0.61
N 0.29971 -2.89123 -6.11451 -0.37
H -0.66778 -2.67637 -6.27411 0.20
C -4.80996 -4.58040 -0.13111 -0.82
H 2.41584 -2.93169 1.57122 0.34
C 1.59749 -1.25367 2.63460 -0.71
N -1.38033 -0.72451 -1.88642 0.70
H 1.93834 -1.83052 3.50266 0.35
C -0.15419 -0.26634 -2.15785 -0.14
H 0.85228 -3.22134 -6.88774 0.24
H 0.23228 0.52799 -1.53121 0.21
H -5.86289 -4.76112 0.03710 0.46
Te 0.35980 3.90787 -1.22005 -0.23
H -1.62257 -3.11440 -4.21063 0.46
Te -1.85816 3.09042 -0.13994 0.05
H 3.89872 -1.14761 1.14428 0.35
H 1.62118 -0.43521 -3.32760 0.59
C 3.45757 -0.96865 0.16057 -0.84
C -2.10663 -4.17791 -0.55904 -0.91
O -4.18601 -7.52758 -2.22114 -0.48
C -1.17618 -2.29681 -3.66088 -0.94
O -4.42585 -0.77937 -1.02868 -0.37
H -4.78107 -2.69552 0.88563 0.53
H -2.87498 -2.06222 -2.36217 0.64
C 3.68046 0.48635 -0.21887 -0.60
O -4.45582 1.08815 0.22422 -0.46
N 2.04448 -1.35043 0.19782 0.08
H 4.66635 0.80846 0.14313 0.37
C -2.71435 -5.33225 -1.02636 -1.00
H 2.92228 1.09161 0.28268 0.22
H -2.09062 -6.07499 -1.51279 0.27
H 4.24483 0.13861 -2.14944 0.22
C -2.84639 -3.20954 0.12034 0.32
H -0.41289 -1.48211 2.97944 0.17
S -1.99202 -1.80586 0.77993 -0.28
C -4.07612 -5.53802 -0.82644 1.06
C -1.88060 -1.72560 -2.62099 -0.62
C 0.96394 -2.40462 -5.03415 0.13
C 0.09995 -1.82813 -3.94408 1.01
H 1.79268 -1.86526 -0.63333 0.08
```

Calculated values
HOMO-LUMO gap (alpha / beta)	6.0293 / 5.0983	eV
energy above the lowest of the compared OMol25 structures with the same formula, charge and spin	0.0	kcal/mol
total energy	-7171.077021	hartree
maximum force	1.367	eV/A



3.
Here is a cluster of 4 separate species, C30H62FN2O11 in total at a distorted geometry from the OMol25 dataset. Energies are from ωB97M-V/def2-TZVPD.

Structure (XYZ):
```
106
Properties=species:S:1:pos:R:3:mulliken_charge:R:1
H -4.63291 6.81704 -1.33188 0.36
H 10.42244 -0.27595 -2.06722 0.41
H 8.77896 -0.17444 -1.48292 0.05
H -1.16969 -2.53230 1.43672 0.10
H 8.44611 -4.81464 -2.46250 0.30
C 1.63552 0.99479 0.55902 -0.59
H -2.34316 -2.87242 -0.72073 -0.11
H 10.18970 -2.58398 -2.73323 0.35
H -5.75001 3.86522 -0.21340 0.58
H -0.09391 -5.20698 2.70425 0.31
H -4.81048 -3.83698 -0.98010 0.20
H -2.57358 1.45358 -0.29563 0.05
O -0.65331 -3.44739 -1.78493 -0.51
H -2.51124 -4.73281 -3.33618 0.32
H -2.22533 -0.05022 2.16055 0.28
C -1.22305 0.14321 2.56332 -1.17
H 1.42261 0.45673 3.24667 -0.03
H -3.57920 3.08544 2.73444 -0.24
C -0.74423 -3.21852 0.69744 0.15
H -3.03084 4.02699 0.63804 0.09
H -5.11872 -5.04547 -2.24239 0.30
H -4.68645 5.69809 3.00076 0.37
H 2.92915 -2.39438 0.00081 0.20
C -4.83797 5.82370 -1.72842 -1.29
O 2.36298 1.45734 1.68144 -0.48
C -5.12101 4.69813 3.05280 -0.73
H 0.34424 -3.10936 0.72403 0.02
H 2.05581 0.06482 0.17393 0.17
C -5.88608 4.43699 1.73886 -0.87
O -1.13721 -4.53425 1.04832 -0.40
H -5.87322 5.52447 -1.54069 0.33
H 7.16043 -4.01176 -3.38552 0.23
H -7.70784 2.09889 2.14358 0.41
C -3.90547 4.55827 0.27466 -0.69
C 3.52033 -2.09265 0.86673 -0.78
H -4.14417 -3.59346 -2.60513 0.37
H -5.86965 4.76126 3.83940 0.51
C 6.28706 0.93240 -1.03089 -0.83
C -0.85395 -4.83917 -1.98329 -0.29
H 1.80088 1.75109 -0.21350 0.39
H -3.50426 0.09565 -1.01145 0.35
C 0.13551 0.87527 0.73983 -0.21
C -4.02519 3.70051 3.51208 0.40
C 7.75432 -0.40125 -4.02645 -0.31
H -4.74161 5.90857 -2.81225 0.41
H -0.99665 -1.74994 -0.78940 0.26
C 9.47088 -2.15491 -2.02817 -0.52
C -3.81083 4.82328 -1.23868 0.61
H 4.03933 -2.97221 1.25915 0.30
H 7.78919 -0.04307 -5.05857 0.41
H 5.24185 1.25237 -0.95056 0.28
C -2.24822 -5.25552 -2.41070 -0.50
H 3.27096 -1.09503 3.72326 0.34
C -0.11784 -5.33032 1.61698 -0.77
H 6.59285 0.50548 -0.07421 0.20
O 2.63614 -1.56226 1.83826 -0.20
O -5.66520 1.70465 -1.27113 -0.49
C 6.66850 0.39302 -3.32789 -0.56
C 8.17788 -3.90419 -3.00809 -0.83
H -0.51351 -5.41228 -1.12018 0.07
H -0.34354 -6.37357 1.39269 0.27
O 6.41628 -0.07227 -2.01269 -0.23
O -5.21101 0.90144 2.45015 -0.35
H -2.22826 -6.33040 -2.62563 0.40
H -1.15074 1.18440 2.89479 0.53
H 0.86535 -5.09564 1.19875 0.33
C -1.25273 -2.80818 -0.67021 0.07
H -6.16385 5.41245 1.33463 0.45
H 8.84951 -3.78251 -3.86274 0.39
O -0.23036 -0.17730 1.61169 0.01
C -4.37771 -4.34518 -1.84377 -0.77
F -2.56471 5.40446 -1.38328 -0.37
H 6.92451 1.79696 -1.23606 0.45
H 5.74250 0.28393 -3.90681 0.36
H 9.84230 -2.34216 -1.01311 0.36
C 3.22391 -0.63028 2.73102 -0.55
H -3.78148 3.90428 -1.82796 0.11
H 6.94563 1.45256 -3.32210 0.35
H -3.18040 1.48101 -2.00627 0.51
H -0.31105 0.65925 -0.24168 0.18
H -4.93040 1.42936 6.31808 0.47
C -7.23115 1.48457 1.37755 -1.52
H -0.18623 -5.10151 -2.80797 0.43
H 2.92754 1.27319 3.59263 0.44
O 9.07399 -0.21617 -3.54068 -0.45
N -4.80832 2.38781 0.77532 0.38
C -3.37289 1.18043 -0.97803 -0.99
O 8.20484 -2.78110 -2.15137 -0.28
C -5.72898 1.56414 1.60975 0.42
H -6.84383 3.96435 1.94734 0.46
N -5.15265 3.77403 0.62247 0.16
C -4.70781 1.74884 -0.55505 0.28
H -0.26054 1.83461 1.09863 0.31
H -3.93816 5.54128 0.74096 0.61
C -4.51771 2.86156 4.62515 -1.19
C 2.42079 0.65086 2.85094 -0.19
O -3.22516 -5.02920 -1.40752 -0.31
C 9.40999 -0.65314 -2.23353 -0.25
H -7.54607 1.75234 0.37309 0.32
H 4.25656 -1.35502 0.53552 0.35
H -1.07557 -0.49889 3.43179 0.35
H 7.49694 -1.46041 -4.07604 0.09
H 4.24599 -0.38563 2.42588 0.37
H -7.51116 0.45845 1.60360 0.42
C -4.83019 2.10706 5.50321 0.12
H -3.21170 4.28583 3.94779 0.54
```

Calculated values
HOMO-LUMO gap	6.4236	eV
energy above the lowest of the compared OMol25 structures with the same formula, charge and spin	0.0	kcal/mol
net charge	+1
total energy	-2216.699013	hartree
maximum force	1.387	eV/A



4.
Here is a cluster of 2 separate species, C24H45F3N4O3PS in total at a distorted geometry from the OMol25 dataset. Energies are from ωB97M-V/def2-TZVPD.

Structure (XYZ):
```
81
Properties=species:S:1:pos:R:3:mulliken_charge:R:1
C -2.21396 -3.71863 1.84399 -1.22
H -4.81667 -1.41361 -0.36810 0.22
H -1.77661 -2.71356 -3.81967 0.95
C -0.72877 0.94687 0.86244 0.11
O -1.29611 -2.97220 -0.23432 -0.27
C 3.81381 -0.77764 0.10950 0.14
C 2.87978 5.94977 1.96748 -0.54
H 4.97591 0.96488 0.64673 0.29
C 3.80030 6.07765 3.17597 -1.18
C -2.09986 -2.10409 -2.96870 -0.73
C -0.92971 -3.25929 1.10274 0.40
N -0.89914 -1.62928 -2.17646 0.52
P 0.29561 -1.38869 -3.62593 0.42
H -1.36081 2.90484 1.42773 0.50
N 3.28466 2.51645 2.21626 -0.43
H -4.00627 0.07409 -2.38019 0.37
H 0.69006 -2.68209 -4.01158 0.19
O 3.15679 0.09367 -0.79732 -0.54
C -1.23622 -0.28100 -1.43830 0.00
H 2.28626 6.85992 1.86824 0.35
H -1.25539 2.78031 -0.30887 0.34
C -0.14512 0.17805 -0.37292 0.24
H -3.06859 -3.46491 1.20400 0.23
C 2.68209 3.49221 2.15496 0.31
C -3.14187 -2.89580 -2.29859 -0.83
H -0.52702 0.37862 3.95789 0.35
H 4.43650 6.95636 3.07716 0.36
H -0.52124 -2.43380 1.68615 -0.29
H 1.63979 -1.71053 -1.25960 0.30
H -2.60431 1.99938 0.62566 0.36
H 0.17701 1.30148 1.36841 0.19
H 5.93154 -0.50547 0.49658 0.34
F 1.46505 -3.86831 -2.18154 -0.24
H 1.29395 4.83952 2.95189 0.39
C -3.74181 0.26391 -1.33367 -0.48
O 0.58741 -0.88426 0.25252 -0.04
H -0.20557 -4.06940 1.23486 0.58
H 2.17677 0.89272 0.90136 0.31
H 3.48373 5.86114 1.06227 0.31
F 0.13283 -4.94873 -0.94198 -0.29
C -4.93742 -0.34064 -0.52740 -1.28
H 1.27885 4.70775 1.19098 0.15
C 2.29726 1.03750 -0.16707 -1.12
H 0.09289 0.07844 -5.13719 0.31
H 4.45499 5.21049 3.27402 0.35
S -1.27904 1.17442 -2.58973 -0.21
F -0.50218 -4.40561 -2.89079 -0.26
H 0.64812 -0.23096 2.78686 0.12
H 1.26989 0.91656 -1.96772 0.47
H -2.58476 -1.25290 -3.44410 0.82
H -5.12000 0.20308 0.39923 0.30
H 3.12509 -1.29537 0.78775 -0.07
H -2.13315 0.81150 -3.56885 0.32
C -1.37701 0.04257 1.95178 -0.32
C 0.17474 -3.96222 -1.82963 0.22
H 4.87785 -0.30135 1.93591 0.33
H 3.22575 6.17865 4.09863 0.29
C -3.92905 -3.54761 -1.67072 -0.04
C -0.39693 -0.28452 3.09995 -1.21
H -2.24606 -4.79665 1.98579 0.33
H -2.36106 -3.15961 2.76773 0.33
H -1.87916 -0.83119 1.54394 0.03
C -0.36925 -2.64454 -1.19249 0.86
H 4.26793 -1.55495 -0.51553 0.52
H -3.82828 1.33452 -1.14050 0.33
C -1.53768 2.22694 0.58355 -2.07
C 0.96492 1.13839 -0.94199 -1.07
N -2.53482 -0.35543 -0.82668 0.76
H 2.76466 2.02053 -0.28880 0.74
H -2.16852 0.66115 2.39309 0.64
H -2.72527 -1.19848 -0.30805 0.03
H 0.67247 2.18762 -0.91509 0.64
H -4.66721 -4.23580 -1.32214 0.47
H -0.58116 -1.29603 3.47980 0.35
N -0.38836 -0.78759 -4.90430 -0.81
C 0.87980 -2.00546 -0.51814 -2.27
H -5.83428 -0.23082 -1.14448 0.43
H 1.45142 -0.72904 -3.17516 0.16
C 1.92762 4.75207 2.06790 -0.28
H 1.39890 -2.74761 0.08948 0.94
C 4.99274 -0.09835 0.87310 -1.21
```

Calculated values
HOMO-LUMO gap	9.5020	eV
net charge	+1
total energy	-2424.892972	hartree
maximum force	3.069	eV/A



5.
Here is an isolated molecule of C4H8O2 at a distorted geometry from the OMol25 dataset. Energies are from ωB97M-V/def2-TZVPD.

Structure (XYZ):
```
14
Properties=species:S:1:pos:R:3:mulliken_charge:R:1
H 0.20696 0.47828 -1.18572 0.33
H 1.23821 0.75755 0.92801 0.31
O -0.02681 2.92640 -0.12765 -0.45
H -0.06459 0.37891 1.83477 0.41
H -0.55500 -1.96787 -1.93202 0.32
H 1.54794 -1.36272 -0.27628 0.24
H -1.34092 2.31025 1.23599 0.31
H 0.19579 -2.02285 0.67326 0.27
C -0.44131 2.07470 0.61010 -0.07
O 0.11673 -2.36188 -1.38023 -0.51
H -1.28669 -0.14545 -0.53666 0.40
C 0.46358 -1.55861 -0.27867 -0.29
C 0.12852 0.70111 0.81089 -0.62
C -0.18241 -0.20782 -0.37578 -0.65
```

Calculated values
HOMO-LUMO gap	10.8794	eV
energy above the lowest of the compared OMol25 structures with the same formula, charge and spin	40.4	kcal/mol
total energy	-307.648039	hartree
maximum force	2.738	eV/A



6.
Here is a cluster of 4 separate species, C2H14NO3 in total at a distorted geometry from the OMol25 dataset. Energies are from ωB97M-V/def2-TZVPD.

Structure (XYZ):
```
20
Properties=species:S:1:pos:R:3:mulliken_charge:R:1
H -2.23578 0.78951 0.59144 0.32
O -1.43525 1.30166 0.80376 -0.65
H 0.43189 0.03215 1.33115 0.27
H -1.82549 1.90876 1.44945 0.31
H 0.07106 -1.58133 -0.69969 0.26
C 0.96589 -1.17951 -1.23292 -0.78
H 1.24616 -1.45048 1.54083 0.41
N 1.79764 -0.41415 -0.26681 -0.02
H 0.62265 -0.50156 -2.02349 0.32
H 2.77681 -0.69364 -0.26854 0.36
H 1.62177 0.61259 -0.42028 0.38
H -3.84013 -1.62971 -0.05277 0.33
H -0.14531 1.74506 -0.13442 0.41
H -3.73917 -0.64941 -1.06813 0.33
O 0.70069 2.09134 -0.50433 -0.73
H 2.07677 0.15711 1.86969 0.34
H 1.60934 -1.94935 -1.68066 0.36
C 1.39627 -0.43469 1.16196 -0.86
H 1.07779 2.83929 -0.03774 0.31
O -3.17357 -0.99362 -0.35847 -0.66
```

Calculated values
HOMO-LUMO gap	12.5787	eV
energy above the lowest of the compared OMol25 structures with the same formula, charge and spin	21.2	kcal/mol
net charge	+1
total energy	-364.829907	hartree
maximum force	2.438	eV/A